A structure of composition C26H40N4O3PS2Ti at a distorted geometry, computed with ωB97M-V/def2-TZVPD.

Values from the calculation:
ΔE to the lowest compared entry with this formula, charge and spin   0.0 kJ/mol
Total charge   0
HOMO-LUMO gap (alpha / beta)   6.62 / 7.84 eV
LUMO (alpha / beta)   0.2 / 0.1 eV
2S+1   2
E_HOMO (alpha / beta)   -6.43 / -7.71 eV

Positions of all 77 atoms, in Å:
Ti1 -1.92143 -10.73326 13.86267
N1 1.95783 -9.74080 15.47937
C1 0.75146 -9.73452 14.87982
S1 -0.63829 -10.16962 15.84351
N2 0.71049 -9.51252 13.60627
N3 -0.50251 -9.49552 13.02609
C2 -0.65532 -8.85713 11.87348
C3 -1.82901 -8.64613 11.16619
C4 -1.85335 -7.92684 9.97308
C5 -3.08432 -7.60176 9.39094
C6 -4.26675 -8.11790 9.90764
C7 -4.20248 -8.84310 11.09825
C8 -3.00673 -9.06576 11.75975
O1 -2.98742 -9.70659 12.93937
H1 2.06514 -9.89321 16.47050
H2 2.77613 -9.54881 14.94008
H3 0.21236 -8.33884 11.48257
H4 -0.88035 -7.65093 9.48423
H5 -3.08410 -7.01090 8.46317
H6 -5.21289 -8.01187 9.43302
H7 -5.07586 -9.30093 11.52865
O2 -1.37636 -12.26025 12.75784
P1 -1.21776 -13.67334 12.11094
C9 -0.65327 -14.85827 13.39025
C10 -0.48412 -16.31493 12.87447
C11 -0.17547 -17.29671 13.99034
C12 0.51666 -16.72862 15.27190
C13 1.40537 -15.47787 14.91482
C14 0.66593 -14.37232 14.16045
C15 -2.84745 -14.50752 11.65931
C16 -3.97525 -13.55690 12.06581
C17 -5.30149 -14.34678 12.06557
C18 -5.44619 -15.13548 10.76705
C19 -4.37193 -14.78480 9.69820
C20 -2.93226 -15.03467 10.20804
C21 0.03052 -13.60405 10.71179
C22 1.58838 -13.31335 11.04653
C23 2.36717 -12.69405 9.86199
C24 1.80405 -13.13794 8.47990
C25 0.33162 -12.76638 8.32160
C26 -0.40557 -12.54622 9.67933
H8 -1.47690 -14.83722 14.09214
H9 0.36094 -16.30591 12.14047
H10 -1.30444 -16.54012 12.18856
H11 0.53538 -18.09146 13.62751
H12 -1.00558 -17.90554 14.34979
H13 1.20711 -17.47034 15.61900
H14 -0.19675 -16.53277 16.04283
H15 2.31736 -15.74733 14.33052
H16 1.83751 -15.10151 15.83777
H17 1.25343 -13.93142 13.38574
H18 0.32526 -13.58477 14.85572
H19 -2.86981 -15.30637 12.39387
H20 -4.06232 -12.61834 11.44930
H21 -3.80645 -13.15591 13.06707
H22 -6.13868 -13.60366 12.23714
H23 -5.26599 -15.04394 12.99519
H24 -6.43144 -14.90934 10.32363
H25 -5.46964 -16.24547 10.88327
H26 -4.55980 -13.73258 9.56241
H27 -4.69211 -15.24902 8.74416
H28 -2.20265 -14.56898 9.53006
H29 -2.64503 -16.08784 10.21880
H30 -0.04471 -14.58158 10.21719
H31 2.11361 -14.26435 11.28626
H32 1.65380 -12.69235 11.95448
H33 3.39007 -13.06392 10.07472
H34 2.38679 -11.60469 9.95954
H35 1.87278 -14.21073 8.36090
H36 2.49580 -12.77900 7.72732
H37 -0.22508 -13.65539 7.85069
H38 0.28732 -11.94870 7.57922
H39 -1.44334 -12.65276 9.44347
H40 -0.19657 -11.54503 10.09677
O3 -6.02202 -11.19514 14.54243
S2 -4.89650 -11.71166 15.33883
N4 -3.47993 -11.36158 15.02280